The following is a quantum chemistry calculation of the molecule C7H4O2, from the Open Molecules 2025 dataset.

* SMILES: O=C=C1C=CC=CC1=O
* spin multiplicity: 1
* net charge: 0
* HOMO level: -8.787 eV
* Kohn-Sham gap: 8.29 eV

```
13
Properties=species:S:1:pos:R:3:mulliken_charge:R:1
O -2.8902 0.3340 -2.3089 -0.418
C -1.9036 0.1617 -1.6006 0.418
C -0.8372 0.0631 -0.7813 0.207
C -0.0269 1.2292 -0.3472 -0.323
C 0.9910 1.1299 0.5060 -0.512
C 1.5469 -0.2461 0.8561 -0.246
C 0.6476 -1.2798 0.7506 -0.521
C -0.6141 -1.1108 0.0637 0.524
O -1.6063 -1.7342 0.3947 -0.569
H -0.2767 2.1903 -0.7178 0.420
H 1.5372 2.0457 0.8700 0.313
H 2.4925 -0.5015 1.3763 0.335
H 0.9398 -2.2814 0.9385 0.372
```

The following is a quantum chemistry calculation of a cluster of 2 separate species, C5H11N3O in total, from the Open Molecules 2025 dataset.

* SMILES: C=C(N)[C@H](N)NO.C#C
* spin multiplicity: 1
* net charge: 0
* HOMO level: -8.043 eV
* Kohn-Sham gap: 8.93 eV

```
20
Properties=species:S:1:pos:R:3:mulliken_charge:R:1
C 0.7119 1.0728 1.0956 -0.772
C -0.3912 0.4243 0.6526 0.356
N -1.6413 0.5749 1.2921 -0.595
C -0.2988 -0.9566 -0.0542 -0.180
N -0.2487 -1.9927 0.9569 -0.646
N 0.7432 -1.0718 -1.0619 -0.399
O 2.0386 -1.1057 -0.4382 -0.454
H 1.6579 0.9696 0.5971 0.323
H 0.6418 1.8383 1.8528 0.253
H -1.6250 1.2361 2.0573 0.233
H -2.0348 -0.3105 1.5821 0.270
H -1.2323 -1.0709 -0.6197 0.388
H -0.2819 -2.9047 0.5143 0.271
H 0.6298 -1.9242 1.4610 0.288
H 0.7131 -0.1657 -1.6250 0.295
H 2.4466 -1.9060 -0.7927 0.320
C -0.7101 1.8060 -1.2758 -0.446
C 0.0066 1.5838 -2.2454 -0.371
H -1.5821 2.1305 -0.7627 0.421
H 0.4568 1.7726 -3.1862 0.444
```

The following is a quantum chemistry calculation of a structure of composition C38H38N4O6P2PbSTe, from the Open Molecules 2025 dataset.

* spin multiplicity: 1
* net charge: 0
* HOMO level: -6.850 eV
* Kohn-Sham gap: 5.78 eV

```
91
Properties=species:S:1:pos:R:3:mulliken_charge:R:1
Pb -0.4549 -0.0540 0.3843 1.738
O -0.5984 2.1713 0.5858 -0.556
C -0.3534 2.8443 1.6791 0.160
C -1.1294 3.9832 1.9790 -0.756
C -0.8946 4.7356 3.1059 -0.479
C 0.1378 4.4080 3.9910 -0.806
C 0.9209 3.3151 3.7099 -0.768
C 0.6933 2.5114 2.5801 1.026
C 1.6055 1.4194 2.3655 -0.823
N 1.4464 0.4316 1.5563 0.906
N 2.4891 -0.4575 1.4334 -0.868
C 2.3452 -1.2272 0.3736 0.171
O 1.3435 -1.2034 -0.4198 -0.277
C 3.4523 -2.1716 0.0701 0.444
C 3.3888 -2.9304 -1.0919 -0.405
C 4.4187 -3.8040 -1.4068 -0.830
C 5.5093 -3.9320 -0.5575 -0.573
C 5.5726 -3.1763 0.6071 -0.798
C 4.5499 -2.2938 0.9182 -0.115
H -1.9253 4.2399 1.2917 0.430
H -1.5191 5.5976 3.3071 0.406
H 0.3193 5.0064 4.8727 0.398
H 1.7381 3.0499 4.3721 0.372
H 2.5472 1.4323 2.9164 0.369
H 2.5218 -2.8332 -1.7322 0.746
H 4.3663 -4.3914 -2.3159 0.450
H 6.3097 -4.6188 -0.8021 0.435
H 6.4225 -3.2732 1.2703 0.422
H 4.5894 -1.6924 1.8159 0.482
O -2.8684 -1.6780 -0.4290 -0.373
C -2.3153 -0.8166 -1.0009 -0.045
C -2.4643 -0.2731 -2.3542 0.509
C -3.6865 -0.6447 -2.9373 -0.890
C -4.0218 -0.1938 -4.1961 -0.641
C -3.1447 0.6394 -4.8805 -0.723
C -1.9335 0.9926 -4.3125 -0.060
C -1.5607 0.5405 -3.0469 -0.075
P 0.0980 0.9374 -2.3872 1.053
C 0.3267 2.6480 -2.9673 0.165
C -0.5733 3.5994 -2.4819 -0.439
C -0.4223 4.9356 -2.8123 -0.735
C 0.6375 5.3399 -3.6137 -0.518
C 1.5416 4.4022 -4.0863 -0.657
C 1.3899 3.0588 -3.7659 -0.197
C 1.2199 -0.0766 -3.3888 0.647
C 2.5781 0.0252 -3.0717 -0.276
C 3.5111 -0.7676 -3.7155 -0.786
C 3.0940 -1.7027 -4.6553 -0.644
C 1.7457 -1.8395 -4.9423 -0.728
C 0.8088 -1.0273 -4.3138 -0.707
H -4.3493 -1.2974 -2.3861 0.530
H -4.9613 -0.4904 -4.6425 0.428
H -3.3996 1.0055 -5.8665 0.452
H -1.2477 1.6266 -4.8601 0.521
H -1.3772 3.2933 -1.8220 0.340
H -1.1247 5.6650 -2.4306 0.424
H 0.7599 6.3858 -3.8632 0.377
H 2.3690 4.7123 -4.7112 0.421
H 2.0906 2.3333 -4.1548 0.359
H 2.9004 0.7134 -2.2980 0.501
H 4.5589 -0.6808 -3.4592 0.389
H 3.8204 -2.3381 -5.1459 0.418
H 1.4124 -2.5848 -5.6527 0.426
H -0.2421 -1.1569 -4.5425 0.337
N -2.0040 -2.5844 3.6386 -0.339
C -1.1313 -1.5966 3.4309 0.435
N 0.1607 -1.8476 3.6532 -0.270
S -1.6878 -0.0470 2.9634 -0.425
H -1.6658 -3.5345 3.5557 0.112
H -2.9272 -2.4197 3.2719 0.305
H 0.4946 -2.7981 3.5921 0.302
H 0.8259 -1.1275 3.4232 0.157
C 2.2421 -5.8717 1.5184 -1.305
C 1.5991 -5.3482 0.2540 -0.177
O 1.0075 -4.0661 0.5091 0.009
P -0.5873 -3.8879 0.4980 -0.985
O -0.8265 -2.5143 1.0448 0.119
Te -1.5480 -4.5272 -1.5619 -0.359
O -0.9904 -4.9452 1.6933 -0.084
C -1.9924 -5.9644 1.5456 -0.326
C -2.3533 -6.4798 2.9191 -1.284
H 2.7207 -6.8338 1.3278 0.420
H 1.4946 -6.0032 2.3015 0.257
H 3.0035 -5.1714 1.8685 0.268
H 0.8466 -6.0333 -0.1450 0.468
H 2.3490 -5.1966 -0.5202 0.256
H -1.5872 -6.7669 0.9258 0.350
H -2.8574 -5.5589 1.0205 0.390
H -1.4691 -6.8549 3.4362 0.286
H -3.0705 -7.2960 2.8277 0.397
H -2.8126 -5.7063 3.5377 0.317
```

The following is a quantum chemistry calculation of a cluster of 3 separate species, C3H5NO2 in total, from the Open Molecules 2025 dataset.

* SMILES: C#N.C=O.C=O
* spin multiplicity: 1
* net charge: 0
* HOMO level: -10.106 eV
* Kohn-Sham gap: 10.30 eV

```
11
Properties=species:S:1:pos:R:3:mulliken_charge:R:1
C 2.1298 0.2384 -0.8100 0.185
N 2.0893 0.8292 0.1802 -0.493
H 2.1688 -0.3084 -1.7273 0.285
C -0.5919 -1.4021 -0.0611 -0.289
O -0.0115 -1.2925 -1.1150 -0.417
H -0.0593 -1.4397 0.9082 0.350
H -1.6931 -1.4473 -0.0128 0.323
C -1.0014 1.2150 0.6607 -0.059
O -1.8543 0.9486 1.4731 -0.428
H 0.0762 1.1013 0.8693 0.273
H -1.2525 1.5575 -0.3653 0.269
```

The following is a quantum chemistry calculation of the molecule C16H24N2OS, from the Open Molecules 2025 dataset.

* SMILES: COCCCCCCCCCc1cccc2nsnc12
* spin multiplicity: 1
* net charge: 0
* HOMO level: -8.773 eV
* Kohn-Sham gap: 7.87 eV

```
44
Properties=species:S:1:pos:R:3:mulliken_charge:R:1
C 4.5544 -0.5841 1.2573 -0.509
O 4.1756 0.7910 1.2300 -0.422
C 2.9264 0.9734 0.5480 0.121
C 3.0937 1.0332 -1.0309 -0.627
C 1.7308 0.9680 -1.8227 -0.404
C 0.6875 2.1119 -1.3775 -0.795
C -0.5720 1.3339 -0.7657 0.369
C -1.4787 2.2780 0.1463 -0.676
C -2.8799 1.5902 0.4434 -0.585
C -2.9631 0.8528 1.8342 -0.799
C -2.0373 -0.4263 1.9797 -0.638
C -1.9949 -1.3593 0.7264 0.390
C -3.1044 -1.6700 -0.1548 -0.557
C -2.8924 -2.6099 -1.3460 -0.496
C -1.6248 -3.2437 -1.6643 -0.688
C -0.4609 -2.9848 -0.7532 0.601
N 0.8152 -3.5140 -0.8501 -0.679
S 1.6583 -2.8859 0.4664 0.196
N 0.4964 -1.9092 1.1623 -0.523
C -0.6740 -2.0407 0.4179 0.604
H 5.6451 -0.6740 1.5272 0.257
H 3.9854 -1.1873 2.0277 0.216
H 4.3819 -1.0896 0.2602 0.207
H 2.2540 0.0920 0.7640 -0.011
H 2.4184 1.9085 0.9356 0.197
H 3.7158 0.1443 -1.3434 0.269
H 3.7050 1.9463 -1.3153 0.222
H 1.9394 1.0562 -2.9313 0.399
H 1.2520 -0.0542 -1.6975 0.123
H 0.3356 2.5990 -2.3348 0.355
H 1.1490 2.8290 -0.6506 0.348
H -1.1986 0.8948 -1.5971 0.297
H -0.1414 0.5562 -0.0760 -0.524
H -1.6971 3.1919 -0.4889 0.313
H -0.9437 2.6442 1.0634 0.271
H -3.1683 0.9660 -0.4429 0.274
H -3.6395 2.4351 0.4867 0.391
H -4.0217 0.6051 2.1574 0.342
H -2.5967 1.5994 2.6086 0.355
H -2.4605 -1.0394 2.8374 0.406
H -0.9767 -0.1864 2.2928 0.275
H -4.1104 -1.2294 0.0364 0.418
H -3.7740 -2.8044 -2.0068 0.340
H -1.5090 -3.9074 -2.5595 0.376
```

The following is a quantum chemistry calculation of a structure of composition C29H34Cl2N5O6PSV, from the Open Molecules 2025 dataset.

* spin multiplicity: 4
* net charge: 0
* HOMO level (spin up / spin down): -5.315 / -6.967 eV
* Kohn-Sham gap (spin up / spin down): 5.17 / 6.81 eV

```
79
Properties=species:S:1:pos:R:3:mulliken_charge:R:1
V -0.5006 -0.0679 0.1870 0.589
O -0.9479 -0.4292 2.0283 -0.143
C -1.5238 -1.4962 2.4831 0.393
C -2.3415 -1.3978 3.6358 -0.846
C -2.9740 -2.5004 4.1504 -0.489
C -2.8157 -3.7716 3.5739 -0.758
C -2.0052 -3.9031 2.4772 -0.756
C -1.3613 -2.7888 1.9018 0.830
C -0.4270 -3.0095 0.8416 -0.806
N 0.0845 -2.0456 0.1511 1.283
N 1.1637 -2.4131 -0.6414 -1.080
C 1.9584 -1.4444 -0.8692 0.204
O 1.7889 -0.2130 -0.3065 0.486
C 3.1457 -1.6426 -1.7231 0.143
C 3.2052 -2.7387 -2.5838 -0.557
C 4.3185 -2.9351 -3.3815 -0.696
C 5.3838 -2.0447 -3.3277 -0.371
C 5.3334 -0.9585 -2.4672 -0.941
C 4.2190 -0.7569 -1.6656 0.115
H -2.4505 -0.4161 4.0779 0.530
H -3.6027 -2.3904 5.0261 0.420
H -3.3157 -4.6311 3.9991 0.397
H -1.8450 -4.8793 2.0316 0.419
H -0.0755 -4.0232 0.6496 0.387
H 2.3677 -3.4212 -2.6183 0.446
H 4.3580 -3.7869 -4.0480 0.396
H 6.2550 -2.2036 -3.9501 0.405
H 6.1669 -0.2704 -2.4108 0.423
H 4.1976 0.0749 -0.9728 0.549
Cl -1.1917 4.8387 0.6690 -0.262
C -2.3612 3.6101 0.3345 0.234
C -3.6986 3.9548 0.1818 -0.541
C -4.6408 2.9980 -0.1382 0.715
Cl -6.3013 3.4888 -0.3677 -0.293
C -4.2913 1.6482 -0.3024 0.209
C -5.1714 0.6023 -0.6972 -1.143
C -4.6523 -0.6624 -0.8707 -0.798
C -3.3000 -0.9214 -0.6419 -1.080
N -2.4471 0.0396 -0.2440 0.998
C -2.9297 1.3167 -0.1041 -0.213
C -1.9282 2.2888 0.1882 0.186
O -0.7031 1.8968 0.2403 0.073
H -3.9984 4.9866 0.2995 0.469
H -6.2219 0.8054 -0.8453 0.420
H -5.2966 -1.4829 -1.1618 0.456
H -2.8884 -1.9193 -0.7274 0.398
N 2.0635 1.7166 -2.3864 -0.572
C 1.3622 1.2089 -3.5868 -0.682
P -0.3356 1.0284 -2.9635 0.730
O -0.8958 2.3811 -2.6778 -1.015
O -0.2808 -0.0805 -1.9439 -0.847
C -1.5881 0.3897 -4.1740 -0.906
N -2.8288 0.7575 -3.4145 -0.003
H 3.0217 1.9510 -2.6155 0.270
H 1.9399 0.4910 -1.0095 -0.358
H 1.6007 2.5649 -2.0643 0.223
H 1.7773 0.2359 -3.8558 0.375
H 1.4166 1.8834 -4.4452 0.480
H -1.5632 -0.6848 -4.3350 0.382
H -1.5986 0.9320 -5.1172 0.420
H -2.9940 0.1080 -2.6282 0.068
H -3.6682 0.7971 -3.9846 0.439
H -2.6240 1.6888 -2.9916 0.322
C 3.9123 2.0348 1.7826 -0.852
C 2.8515 2.3878 2.8131 -0.852
S 1.3336 1.4095 2.6149 0.945
O 0.3533 2.0407 3.5304 -0.782
C 1.9275 -0.1279 3.4204 -0.138
C 1.6644 -0.1189 4.9153 -1.389
H 4.7393 2.7443 1.8269 0.486
H 3.4912 2.0691 0.7750 0.053
H 4.3230 1.0361 1.9395 0.262
H 2.5019 3.4127 2.6861 0.471
H 3.2003 2.2733 3.8410 0.346
H 2.9888 -0.2260 3.1834 0.465
H 1.3916 -0.9394 2.9295 -0.199
H 2.3761 0.5114 5.4499 0.339
H 1.7366 -1.1312 5.3137 0.400
H 0.6658 0.2698 5.1111 0.322
```

Computed energy above the lowest of the compared OMol25 structures with the same formula, charge and spin, in the same sequence as the records: 11.1 135.6 0.0 75.1 95.0 54.4 kcal/mol.
Computed max |F|, in the same sequence as the records: 6.8 3.6 1.4 1.2 3.2 1.4 eV/Å.